# 1
Density functional theory data (the ωB97M-V functional and the def2-TZVPD basis) for 5 unconnected molecules or ions with the total composition C26H59NO9S2Si.

Last column: Löwdin charge in e.
Positions of all 98 atoms, in Å:
N 0.9688 0.7626 -1.4533  0.126
H 0.8461 5.1544 1.5610  0.066
H -5.5044 -3.2716 0.6196  0.067
H 1.1367 5.4289 3.7773  0.107
S -1.2407 0.3120 0.1407  0.844
H -0.1345 -1.8562 -2.4048  0.024
H -3.7205 -1.8390 6.0774  0.077
H 1.3712 -0.1126 -6.0117  0.023
H -1.6631 -3.1965 5.5566  0.108
C 3.3866 -0.0276 -3.1345  -0.186
H 1.8299 7.4565 1.4608  0.107
O 0.2447 3.9395 -0.8808  -0.218
H 4.0795 -3.5449 1.3873  0.117
C -2.2406 -2.6987 4.7693  -0.280
H 0.1271 6.0604 0.2412  0.060
H -4.0146 -3.4095 -0.3128  0.082
H -2.2954 1.2105 -4.1550  0.041
C -6.5041 -1.6439 -1.4399  -0.283
H -0.7631 5.8447 1.7575  0.087
H 0.3435 -3.7858 1.9934  0.062
C -7.5196 -0.9490 -0.5482  -0.080
H 3.0177 -0.2595 -4.1377  0.117
H 2.7694 -0.5625 -2.4114  0.099
H 0.2216 8.1542 1.5051  0.117
H -5.1859 -0.7880 0.7722  0.112
O -0.1506 2.3446 -2.7674  -0.191
H -6.5550 -2.7309 -1.3077  0.107
C -4.6275 -1.3689 0.0288  -0.285
H 1.3694 3.1938 -4.8562  0.092
C 2.0984 1.9590 -3.2309  -0.504
C 0.0041 0.5281 -0.7664  -0.747
C -4.5228 -2.8236 0.4548  -0.069
H 2.1784 -5.8477 2.0769  0.067
H 3.7390 -5.5000 2.8155  0.076
C -0.3693 -1.4526 3.9271  -0.283
H 5.4178 0.4629 -2.8384  0.114
H -7.3803 -1.2056 0.5032  0.066
H -2.3369 0.0272 -2.8621  0.023
H 0.0896 1.1084 -6.2067  0.039
C 1.5629 6.4237 3.9521  -0.288
S 0.5604 3.6840 -2.2398  0.600
H -3.9608 -2.9006 1.3869  0.070
H -3.5277 -0.9819 4.5359  0.079
H 6.0589 -1.4855 -1.4874  0.071
H 0.9972 -2.9306 4.7070  0.076
O 2.0390 3.1477 -2.3609  -0.110
C 1.1655 -4.2314 0.0309  -0.270
C 0.1798 -3.5268 0.9466  -0.073
H -0.8425 -3.8089 0.6936  0.081
H 3.6492 -6.0176 1.1208  0.082
H 3.0963 3.1671 -4.6113  0.110
O -1.4092 -2.3804 3.6684  -0.179
H 0.1449 -1.3118 2.9760  0.096
H -2.4773 -0.5070 -4.5306  0.044
H 2.3530 1.7919 -5.4035  0.077
H -2.9521 -3.4332 4.3902  0.116
C 0.7900 1.2365 -2.8404  -0.378
C 3.1644 -5.4182 1.8924  -0.078
H 4.7764 -0.5516 -0.7583  0.082
H 5.2025 -1.0414 -3.7545  0.107
O 0.8158 7.4109 3.2690  -0.163
C 4.8365 -0.4550 -2.9153  -0.202
H 1.4281 6.6419 5.0123  0.116
Si -0.1270 -0.0126 -4.0081  0.605
C 0.8169 7.3096 1.8532  -0.276
H 3.4571 7.4365 3.7392  0.080
H -8.5308 -1.2445 -0.8293  0.076
C 5.0125 -1.2057 -1.5969  -0.099
C 0.3255 0.1162 -5.8256  -0.166
H 3.5839 5.7507 4.2791  0.074
C 2.2087 2.5411 -4.6320  0.034
H -0.3070 -0.6002 -6.3471  0.040
H -0.2692 -2.4837 -4.0604  0.042
H 3.2334 6.1169 2.5924  0.066
H 1.1064 -5.3178 0.1648  0.109
H -3.6280 -0.9405 -0.0208  0.042
H 1.4781 -1.2496 5.0167  0.079
H 4.3747 -2.0850 -1.5348  0.067
H -7.4299 0.1340 -0.6407  0.082
H -2.3297 -0.7919 5.8140  0.068
C 0.2230 6.0167 1.3224  -0.085
C 0.6316 -1.9347 4.9642  -0.074
H -0.7842 -0.4784 4.2080  0.111
O 3.2843 1.3726 -2.8415  -0.028
C 3.0462 6.4331 3.6196  -0.083
O -5.1770 -1.1837 -1.2636  -0.164
H -6.7422 -1.4435 -2.4848  0.117
C 3.0755 -3.9647 1.4581  -0.279
O 2.5028 -3.7825 0.1763  -0.168
H 0.2773 -2.4435 0.8582  0.055
C -1.9789 0.2068 -3.8757  -0.149
C 0.2425 -1.7665 -3.4247  -0.152
H 2.5375 -3.3716 2.2074  0.102
H 0.9065 -4.0316 -1.0101  0.108
H 0.1900 -1.9921 5.9604  0.068
H 1.3148 -1.9436 -3.4004  0.021
O 0.3105 4.7464 -3.1494  -0.214
C -2.9976 -1.5072 5.3317  -0.076

Calculated values
**2S+1**: 1
**SMILES**: CCCO[C@]1(C)OS(=O)(=O)O[C@@]1(N=C=S)[Si](C)(C)C.CCOCC.CCOCC.CCOCC.CCOCC

---

# 2
Density functional theory data (the ωB97M-V functional and the def2-TZVPD basis) for 8 unconnected molecules or ions with the total composition C26H60Cl8N2O10P2.

Last column: Löwdin charge in e.
Positions of all 108 atoms, in Å:
H -9.3381 4.4787 -7.1766  0.071
H -7.9490 -1.1845 -15.7064  0.043
C -9.6924 -2.0784 -7.7914  -0.262
C -3.6589 5.8024 -8.8489  -0.673
C -11.2303 2.0472 -13.7879  -0.031
C -6.9403 1.5789 -6.4608  -0.254
C -1.6787 1.7343 -15.7844  -0.101
H -9.5388 -2.1326 -8.8691  0.103
H -7.8145 3.2766 -21.6542  0.080
C -3.8440 9.6356 -13.7042  -0.713
C -6.6531 5.0620 -17.1894  -0.081
C -4.0546 8.1363 -13.1752  -0.658
H -5.1412 3.4646 -17.3345  0.111
C -8.9346 1.6315 -20.7549  -0.337
O -6.7575 -0.6726 -8.6657  -0.199
C -7.2009 3.7264 -13.5995  -0.704
H -5.4050 4.5957 -9.5436  0.025
Cl -4.7275 7.1944 -8.9351  0.568
H -6.4593 -0.2952 -10.8281  0.090
H -4.4836 -0.4341 -8.6347  0.080
H -12.3110 2.1555 -13.8794  0.088
H -7.5841 5.1730 -16.6334  0.069
C -6.3425 2.9914 -6.3932  -0.054
H -3.8927 -0.2855 -10.3437  0.084
H -4.6016 2.1348 -14.0702  0.114
H -10.7204 2.2442 -14.7310  0.079
N -11.0136 0.6094 -13.5015  -0.197
H -4.7198 1.0415 -9.6091  0.048
H -11.2484 0.4753 -11.4534  0.081
C -4.3157 4.6112 -9.5793  -0.677
H -5.8364 3.5086 -7.2084  0.062
H -4.8638 7.6130 -13.6845  0.034
H -9.1478 2.6886 -22.5725  0.076
Cl -5.9021 4.8551 -13.5885  0.624
H -2.9298 4.0754 -13.7666  -0.001
H -1.3782 3.9621 -14.5126  0.085
H -1.7150 2.8529 -13.2045  0.085
N -2.6237 2.1924 -14.8609  -0.188
O -7.7984 1.5098 -7.6137  -0.211
C -9.0328 -3.2659 -7.0390  -0.065
H -7.9596 4.1301 -14.2700  0.077
H -11.1505 -1.0503 -12.3153  0.086
O -7.8988 1.1903 -19.9926  -0.190
H -8.8311 3.3070 -12.2085  0.034
O -8.8913 0.4092 -9.7231  -0.253
C -3.9539 1.8202 -14.9030  -0.255
C -8.3416 2.3594 -21.9170  -0.066
Cl -2.6378 7.1394 -13.4292  0.552
Cl -5.1570 10.6540 -13.3319  0.602
Cl -11.0378 4.2763 -10.4536  0.587
C -2.1640 3.3573 -14.0601  -0.067
H -7.0970 3.7342 -6.1340  0.065
H -2.6626 5.9478 -9.2665  0.064
Cl -3.7974 4.5906 -11.2712  0.559
O -6.8674 0.3812 -17.8332  -0.163
P -7.6996 1.6198 -18.4239  0.544
H -5.8419 -1.7278 -10.1978  0.119
C -9.6931 4.8974 -8.1182  -0.532
H -10.8979 2.7411 -13.0158  0.036
H -3.4715 5.5530 -7.8045  0.066
H -9.3438 -3.2112 -5.9957  0.070
O -10.2439 -1.3684 -14.4614  -0.064
H -5.6609 2.9120 -5.5464  0.078
H -6.8565 -1.5944 -18.4983  0.114
C -6.2182 3.5938 -17.2280  -0.225
H -7.9388 4.7249 -11.8674  0.062
P -8.1664 0.1252 -8.4820  0.540
H -6.6914 5.5899 -18.1422  0.076
H -6.5503 3.1099 -16.3094  0.084
Cl -6.7662 2.5684 -11.2341  0.604
H -7.9636 -3.4600 -7.1242  0.072
H -9.1380 3.3771 -9.4923  0.024
H -3.0162 9.9676 -13.0776  0.059
H -9.7373 0.5532 -15.1440  0.118
H -9.4019 -4.2259 -7.4000  0.069
H -6.1365 0.8427 -6.4719  0.108
O -6.6896 2.9674 -18.5095  -0.211
C -10.0540 3.7875 -9.0674  -0.696
H -7.4761 1.2872 -5.5576  0.120
H -8.3975 -0.9915 -18.2890  0.114
Cl -8.5299 6.0981 -8.9970  0.464
H -6.3876 -1.6753 -16.0636  0.071
H -9.6299 2.1611 -20.1036  0.114
O -9.0532 -0.8563 -7.4452  -0.220
H -6.7672 2.7829 -13.9309  0.050
C -4.6849 -0.0477 -9.6338  -0.078
H -9.4505 0.7109 -21.0279  0.125
C -6.0199 -0.6909 -9.9125  -0.275
H -3.9520 3.7236 -9.0616  0.062
H -0.6331 1.6350 -15.4930  0.094
O -8.9325 1.9703 -17.6573  -0.268
H -10.7795 -2.0666 -7.7138  0.119
H -7.6486 1.7149 -22.4578  0.083
H -4.1212 8.2505 -12.0933  0.046
C -7.3833 -1.6615 -16.5068  -0.058
H -1.9228 0.7952 -16.2809  0.089
H -10.5749 5.5145 -7.9459  0.058
H -1.6785 2.3783 -16.6638  0.095
H -3.7136 9.7056 -14.7841  0.065
H -7.7669 -2.6818 -16.4956  0.081
H -5.8699 5.6610 -16.7249  0.058
C -11.5569 -0.0400 -12.3630  -0.058
O -4.3257 0.9918 -15.7928  -0.042
H -10.4400 2.8992 -8.5673  0.081
C -7.4024 -0.9067 -17.8524  -0.291
C -7.8156 3.7028 -12.2256  -0.574
H -12.6389 -0.1187 -12.4682  0.092
C -10.3004 -0.0862 -14.4467  -0.260

Calculated values
**2S+1**: 1
**SMILES**: CCOP(=O)(OCC)OCC.CCOP(=O)(OCC)OCC.CN(C)C=O.CN(C)C=O.ClCCCl.ClCCCl.ClCCCl.ClCCCl

---

# 3
Density functional theory data (the ωB97M-V functional and the def2-TZVPD basis) for 4 unconnected molecules or ions with the total composition C26H60ClN5O16P3S.

Last column: Löwdin charge in e.
Positions of all 112 atoms, in Å:
H -7.5450 1.1515 -3.3727  0.109
N 5.6437 0.7837 -3.1054  0.021
H 7.7793 -3.8620 -2.1728  0.115
C -7.2230 1.9847 -3.9973  -0.274
H 9.0441 -2.6059 -2.8664  0.107
H 11.0319 0.2468 -0.6385  0.113
O 10.6393 -2.1752 0.2254  0.085
C -3.9907 -6.1745 -0.5851  -0.292
H -3.1116 1.8312 3.6373  0.076
H -2.3251 1.4291 -1.0575  0.080
O 7.8843 0.8505 3.0763  -0.368
Cl 4.5033 1.1341 0.0641  0.862
H 0.6413 -7.5496 2.1818  0.083
H -3.1594 -7.0897 -2.3541  0.075
H -7.7480 6.1805 -2.5494  0.122
C -5.9841 5.8015 -3.7084  -0.082
O -6.0589 2.6278 -3.4664  -0.268
H -1.0872 0.6250 -0.0737  0.063
C 7.4398 -1.3480 -0.9871  -0.165
C 1.2082 3.7641 4.9268  -0.073
P -2.4500 -4.5563 0.8661  0.748
H -8.3850 1.1613 0.8126  0.077
H 0.5583 3.9549 5.7844  0.079
H 0.3725 -3.5753 2.7030  0.071
S 8.1547 -0.2295 2.0709  0.762
H -8.0720 3.7794 -4.8771  0.068
H -7.0062 1.2997 1.9187  0.074
N 5.7045 0.1826 -0.6858  -0.398
H -5.0132 5.3056 -3.6115  0.069
H 10.8861 -0.6028 -2.2677  0.110
H 2.1968 4.1753 5.1446  0.078
H -5.4241 1.4006 0.0846  0.087
H 0.6943 -5.8013 2.4611  0.065
O 0.8839 2.7712 2.1108  -0.224
O 4.6764 1.7462 -3.0289  -0.112
C 0.1668 -6.5957 1.9306  -0.076
H -0.7630 -2.3752 0.1074  0.105
H 4.9638 5.0677 -3.2616  0.093
H 6.0403 0.5979 -4.0446  0.198
H 9.5666 -3.9418 -1.6681  0.127
C 1.2891 2.2707 4.6502  -0.296
H -6.2823 6.0343 -1.5783  0.109
H -5.8114 6.8603 -3.9130  0.081
O -5.7632 3.7050 -0.4169  -0.213
C -1.9945 1.2367 -0.0343  -0.078
C 9.8216 -1.6434 -0.5707  -0.402
C -1.8883 0.0383 3.7931  -0.264
H 0.3061 -6.4479 0.8604  0.071
H 9.4476 0.3960 -1.6071  0.069
H -7.5648 2.6974 0.9786  0.074
O -6.8281 1.8817 -1.3837  -0.253
O -1.9807 -5.3710 2.2976  -0.261
H 1.4488 1.7352 5.5894  0.118
C -3.2084 0.7507 3.5402  -0.064
H 0.4415 -1.8622 2.2605  0.060
O 8.9974 -1.3482 2.6029  -0.350
C 8.7032 -3.2291 -1.9539  -0.050
H 6.4826 -2.1158 1.6691  0.151
H -6.8940 1.5325 -4.9385  0.119
H 6.2350 3.0748 -3.4960  0.136
C -0.1229 -2.7871 2.1324  -0.080
H -2.1017 -1.0324 3.8770  0.110
H -4.7183 -5.3953 -0.3416  0.103
H 0.7785 -3.2260 0.2364  0.115
C -1.3061 -6.6332 2.3102  -0.272
H 4.6223 4.7043 -1.4955  0.090
P -0.0055 1.5598 2.4319  0.737
C 6.1215 0.0911 -2.0620  -0.226
C -6.8113 5.6295 -2.4484  -0.286
C -8.3944 2.9023 -4.3139  -0.072
P -5.9405 3.2065 -1.8586  0.743
N 6.5321 -0.7212 -0.0461  -0.097
O -7.1542 4.2688 -2.2109  -0.255
H -1.4739 0.3276 4.7587  0.114
H -6.4830 5.3603 -4.5731  0.067
H -8.9013 3.2392 -3.4107  0.073
C -1.7406 2.5405 0.6994  -0.279
H -1.1148 -2.6494 2.5712  0.060
H -1.3712 -6.9803 3.3464  0.121
H -4.5354 -6.0194 -2.6766  0.079
O -2.8082 -6.0390 0.2033  -0.254
C -0.2240 -3.1513 0.6633  -0.285
C -6.4684 1.2074 -0.1786  -0.294
H -2.6430 3.1543 0.6742  0.119
H 5.7042 -0.4836 1.9974  0.109
H 2.1417 2.0359 4.0059  0.094
C 4.5061 4.2776 -2.5632  -0.064
H 5.9905 2.8631 -1.6698  0.102
O -2.9748 -3.7736 -0.3458  -0.215
H -2.7591 0.6416 0.4685  0.065
O 0.0671 1.8097 4.0748  -0.249
O -0.8544 -4.4093 0.4622  -0.250
H -4.4596 -7.1300 -0.3374  0.118
H -3.5977 0.5265 2.5456  0.066
C 6.5483 -0.9988 1.4308  -0.136
H 8.8014 0.3971 0.9797  0.095
H 3.3966 4.0959 -2.7440  0.094
C -3.6399 -6.1515 -2.0648  -0.076
C 10.2947 -0.3181 -1.3258  -0.013
O -0.9174 0.1438 2.7446  -0.288
H -9.1379 2.3655 -4.9114  0.084
H -2.9313 -5.3559 -2.3082  0.071
N 7.1851 -0.8621 -2.3423  0.201
H -6.5551 0.1313 -0.3494  0.118
C 5.4335 2.9741 -2.6685  -0.222
O -1.4188 2.3299 2.0698  -0.246
H -3.9512 0.4330 4.2786  0.087
C -7.4012 1.6173 0.9506  -0.070
H 0.7786 4.3162 4.0873  0.074
H -0.9399 3.1106 0.2146  0.108
N 8.5001 -2.3286 -0.7643  -0.042
H -1.8361 -7.3810 1.7204  0.111

Calculated values
**2S+1**: 1
**Net charge**: +1

---

| no. | frontier orbital gap (hartree) | E_HOMO (eV) | E (eV) |
| --- | --- | --- | --- |
| 1 | 0.3505 | -9.24 | -77382.515 |
| 2 | 0.3382 | -8.80 | -170150.576 |
| 3 | 0.2478 | -11.04 | -119349.730 |